ORCA calculation (ωB97M-V/def2-TZVPD) on 3 unconnected molecules or ions with the total composition C3H12NO3.

Calculated values
energy relative to the best compared isomer or geometry (same formula, charge and spin) = 38.1 kJ/mol
HOMO energy = -3.80 eV
net charge = -1
frontier orbital gap = 0.287 Eh
E_LUMO = 3.99 eV

Element x y z (Å)
C: 0.34 1.07 -1.71
N: 1.40 0.90 -0.75
C: 0.95 0.86 0.66
O: -0.07 0.02 0.91
C: 0.75 0.47 -3.07
H: 0.15 2.12 -1.93
H: -0.60 0.61 -1.41
H: 1.91 0.05 -0.93
H: 1.88 0.55 1.20
H: 0.77 1.91 0.97
H: 0.85 -0.62 -3.00
H: -0.08 0.51 -3.78
H: 1.59 1.03 -3.47
H: -0.54 -0.62 2.29
H: -1.11 -0.24 3.70
O: -0.92 -1.01 3.14
H: -1.44 -1.14 0.25
H: -1.67 -2.41 1.06
O: -1.99 -1.95 0.27

***

ORCA calculation (ωB97M-V/def2-TZVPD) on 3 unconnected molecules or ions with the total composition C3H12NO3.

Calculated values
energy relative to the best compared isomer or geometry (same formula, charge and spin) = 152.0 kJ/mol
HOMO energy = -4.21 eV
net charge = -1
frontier orbital gap = 0.303 Eh
E_LUMO = 4.03 eV

Element x y z (Å)
C: 0.19 0.33 -0.95
O: -1.10 -0.20 -0.89
C: 0.99 0.02 0.44
C: 2.16 0.89 0.95
N: 0.08 -0.24 1.59
H: -0.02 1.41 -1.10
H: 0.64 -0.03 -1.83
H: 1.57 -0.91 0.22
H: 1.92 1.81 1.57
H: 2.59 0.33 1.86
H: 2.89 1.12 0.04
H: -0.52 0.58 1.50
H: -0.39 -1.06 1.52
H: -0.83 -2.74 -2.49
H: -1.12 -1.67 -1.39
O: -0.84 -2.67 -1.60
H: -2.98 1.78 0.33
H: -2.27 0.37 -0.23
O: -2.96 0.87 0.44

***

ORCA calculation (ωB97M-V/def2-TZVPD) on 3 unconnected molecules or ions with the total composition C3H12NO3.

Calculated values
energy relative to the best compared isomer or geometry (same formula, charge and spin) = 236.7 kJ/mol
HOMO energy = -3.78 eV
net charge = -1
frontier orbital gap = 0.286 Eh
E_LUMO = 4.00 eV

Element x y z (Å)
C: 1.09 -0.20 1.59
N: 1.39 -0.69 0.22
C: 0.02 -0.97 -0.43
O: -0.37 -0.02 -1.33
C: -0.08 0.81 1.66
H: 1.94 0.12 2.24
H: 0.59 -1.09 2.07
H: 1.80 0.19 -0.26
H: 0.14 -1.77 -1.17
H: -0.78 -1.18 0.42
H: -0.33 1.20 0.78
H: -1.16 0.26 1.89
H: 0.15 1.49 2.59
H: -2.00 0.31 -0.88
H: -3.09 -0.24 0.05
O: -2.93 0.35 -0.68
H: 0.75 0.37 -2.35
H: 1.43 0.96 -3.35
O: 1.44 0.09 -3.08

***

ORCA calculation (ωB97M-V/def2-TZVPD) on 2 unconnected molecules or ions with the total composition C3H12NO3.

Calculated values
energy relative to the best compared isomer or geometry (same formula, charge and spin) = 143.2 kJ/mol
HOMO energy = -14.38 eV
net charge = +1
frontier orbital gap = 0.421 Eh
E_LUMO = -2.93 eV

Element x y z (Å)
C: -0.78 1.14 0.80
O: -1.23 0.93 2.13
C: -0.99 -0.18 0.07
C: -0.49 -0.22 -1.42
O: -0.51 -1.55 -1.74
N: -0.03 -1.17 0.77
H: 0.26 1.53 0.97
H: -1.18 1.95 0.22
H: -1.39 1.77 2.63
H: -2.03 -0.62 0.09
H: -1.01 0.41 -2.09
H: 0.63 -0.10 -1.65
H: -0.39 -1.56 -2.76
H: -0.33 -1.31 1.70
H: 0.07 -2.05 0.10
H: 0.89 -0.63 0.81
H: 3.26 0.09 0.26
H: 2.71 1.24 -0.57
O: 2.52 0.32 -0.31

***

ORCA calculation (ωB97M-V/def2-TZVPD) on 2 unconnected molecules or ions with the total composition C3H12NOS.

Calculated values
energy relative to the best compared isomer or geometry (same formula, charge and spin) = 81.4 kJ/mol
HOMO energy = -12.22 eV
net charge = +1
frontier orbital gap = 0.319 Eh
E_LUMO = -3.54 eV

Element x y z (Å)
C: 0.20 1.27 -1.05
C: 0.04 -0.02 -0.21
C: 1.34 -0.74 0.20
S: 0.94 -2.34 1.18
N: -0.22 2.45 -0.22
H: -0.29 1.37 -2.00
H: 1.27 1.26 -1.19
H: -0.52 0.18 0.71
H: -0.48 -0.68 -0.91
H: 1.97 -1.02 -0.69
H: 1.94 -0.07 0.84
H: 2.20 -2.49 1.48
H: -1.11 2.21 0.23
H: -0.40 3.26 -0.83
H: 0.45 2.69 0.50
H: -3.35 0.75 -0.39
H: -3.25 1.54 -1.66
O: -2.69 1.14 -0.98

***

ORCA calculation (ωB97M-V/def2-TZVPD) on 2 unconnected molecules or ions with the total composition C3H12NOS2.

Calculated values
energy relative to the best compared isomer or geometry (same formula, charge and spin) = 212.6 kJ/mol
HOMO energy = -11.29 eV
net charge = +1
frontier orbital gap = 0.288 Eh
E_LUMO = -3.45 eV

Element x y z (Å)
N: -1.73 -0.35 0.40
C: -1.24 -1.24 -0.66
C: -0.60 -0.55 -1.86
S: 1.10 -0.58 -1.45
S: 1.87 1.40 -1.56
C: 3.45 1.03 -0.51
H: -2.00 -0.72 1.29
H: -2.35 0.41 0.03
H: -1.03 0.31 0.78
H: -2.12 -1.91 -0.86
H: -0.52 -2.10 -0.21
H: -0.59 -1.36 -2.71
H: -1.06 0.37 -2.29
H: 3.15 0.52 0.39
H: 4.07 1.99 -0.38
H: 4.04 0.46 -1.23
H: -1.77 0.24 4.14
H: -1.35 1.52 3.30
O: -1.35 0.55 3.39

***

ORCA calculation (ωB97M-V/def2-TZVPD) on 2 unconnected molecules or ions with the total composition C3H12NOSi.

Calculated values
energy relative to the best compared isomer or geometry (same formula, charge and spin) = 89.3 kJ/mol
HOMO energy = -11.89 eV
net charge = +1
frontier orbital gap = 0.322 Eh
E_LUMO = -3.12 eV

Element x y z (Å)
C: -1.71 0.79 -0.20
C: -0.32 -0.68 2.49
C: 1.74 -0.71 -0.79
N: 1.49 -0.85 -2.26
O: 0.36 1.92 1.61
Si: -0.38 0.59 1.11
H: -2.58 1.28 0.23
H: -1.38 1.39 -1.04
H: -2.04 -0.17 -0.59
H: -0.59 -0.22 3.44
H: -1.00 -1.51 2.31
H: 0.68 -1.08 2.60
H: 1.93 -1.69 -0.37
H: 2.60 -0.07 -0.64
H: 2.32 -1.17 -2.79
H: 1.21 0.06 -2.64
H: 0.73 -1.52 -2.41
H: 0.53 2.76 1.19

***

ORCA calculation (ωB97M-V/def2-TZVPD) on 2 unconnected molecules or ions with the total composition C3H12NS.

Calculated values
energy relative to the best compared isomer or geometry (same formula, charge and spin) = 62.7 kJ/mol
HOMO energy = -12.93 eV
net charge = +1
frontier orbital gap = 0.350 Eh
E_LUMO = -3.40 eV

Element x y z (Å)
C: 0.07 -2.70 0.66
N: 0.95 -1.57 0.31
H: -0.27 -2.63 1.69
H: -0.84 -2.84 0.07
H: 0.59 -3.64 0.46
H: 1.81 -1.67 0.86
H: 0.59 -0.57 0.47
H: 1.14 -1.55 -0.69
C: 0.28 2.24 0.67
S: -0.88 0.92 0.20
C: -1.24 1.50 -1.56
H: 0.69 2.12 1.67
H: -0.18 3.22 0.59
H: 1.18 2.28 0.04
H: -1.36 0.59 -2.13
H: -2.04 2.19 -1.34
H: -0.47 2.14 -1.98

***

ORCA calculation (ωB97M-V/def2-TZVPD) on 2 unconnected molecules or ions with the total composition C3H12NS.

Calculated values
energy relative to the best compared isomer or geometry (same formula, charge and spin) = 157.2 kJ/mol
HOMO energy = -12.63 eV
net charge = +1
frontier orbital gap = 0.328 Eh
E_LUMO = -3.70 eV

Element x y z (Å)
C: 0.41 -3.27 0.13
N: 0.77 -1.87 0.20
H: 0.57 -3.52 1.22
H: 1.16 -3.84 -0.54
H: -0.56 -3.49 -0.43
H: 1.90 -1.89 0.26
H: 0.44 -1.23 -0.61
H: 0.38 -1.26 0.91
C: -1.86 1.94 0.40
S: -0.42 1.02 -0.33
C: 0.68 2.52 -0.67
H: -2.24 1.34 1.22
H: -1.53 2.93 0.88
H: -2.59 2.16 -0.35
H: 1.40 2.86 0.19
H: 0.21 3.43 -0.97
H: 1.29 2.18 -1.53

***

ORCA calculation (ωB97M-V/def2-TZVPD) on 2 unconnected molecules or ions with the total composition C3H12NS.

Calculated values
energy relative to the best compared isomer or geometry (same formula, charge and spin) = 122.2 kJ/mol
HOMO energy = -11.79 eV
net charge = +1
frontier orbital gap = 0.294 Eh
E_LUMO = -3.80 eV

Element x y z (Å)
C: 2.45 1.77 -1.84
N: 1.11 2.23 -1.29
H: 2.45 1.04 -2.61
H: 3.02 2.65 -2.22
H: 3.01 1.21 -1.03
H: 0.62 1.55 -0.73
H: 0.58 2.56 -2.18
H: 1.16 3.02 -0.64
C: -0.04 -0.94 2.10
S: -0.76 -0.73 0.41
C: -2.27 -1.90 0.32
H: 0.72 -1.66 2.07
H: -0.94 -1.24 2.65
H: 0.32 0.01 2.47
H: -2.04 -2.82 0.84
H: -3.00 -1.28 0.82
H: -2.38 -2.31 -0.68

***

ORCA calculation (ωB97M-V/def2-TZVPD) on 3 unconnected molecules or ions with the total composition C3H12O2S.

Calculated values
energy relative to the best compared isomer or geometry (same formula, charge and spin) = 29.6 kJ/mol
HOMO energy = -8.50 eV
frontier orbital gap = 0.327 Eh
E_LUMO = 0.39 eV
SMILES = CCSC.O.O

Element x y z (Å)
C: 1.01 0.01 -1.47
C: -0.41 0.39 -1.06
S: -1.60 -0.86 -1.65
C: -1.56 -1.99 -0.22
H: 1.72 0.83 -1.36
H: 1.03 -0.31 -2.52
H: 1.34 -0.83 -0.87
H: -0.70 1.36 -1.44
H: -0.49 0.40 0.02
H: -0.61 -2.53 -0.22
H: -1.72 -1.45 0.71
H: -2.40 -2.68 -0.35
H: -0.46 0.32 2.93
H: 0.65 -0.42 2.19
O: 0.43 0.44 2.56
H: 1.94 2.80 0.82
H: 0.87 1.82 1.16
O: 0.98 2.71 0.78

***

ORCA calculation (ωB97M-V/def2-TZVPD) on 4 unconnected molecules or ions with the total composition C3H12O3.

Calculated values
energy relative to the best compared isomer or geometry (same formula, charge and spin) = 36.3 kJ/mol
2S+1 = 2
HOMO energy (alpha / beta) = 0.47 / -6.84 eV
net charge = -1
frontier orbital gap (alpha / beta) = 0.118 / 0.384 Eh
E_LUMO (alpha / beta) = 3.69 / 3.60 eV
<S²> = 0.750

Element x y z (Å)
C: -0.05 0.06 1.98
C: -1.20 -0.90 1.91
C: -1.85 -1.18 0.82
H: 0.71 -0.23 2.71
H: 0.42 0.17 1.00
H: -0.39 1.03 2.33
H: -1.58 -1.29 2.87
H: -2.75 -1.80 0.80
H: -1.56 -0.77 -0.14
H: -0.58 -1.42 -2.42
H: -0.51 -0.05 -3.17
O: -1.12 -0.67 -2.71
H: 2.59 0.62 -0.83
H: 2.77 0.65 0.66
O: 2.74 0.03 -0.08
H: 0.20 2.21 -1.46
H: 1.01 1.54 -2.57
O: 1.13 2.01 -1.70